{"formula": "C2H7N2S", "method": "ωB97M-V/def2-TZVPD", "total_charge": 1, "molar_mass_g_mol": 91.2, "homo_lumo_gap_ev": 10.51, "energy_ev": -15994.3583, "de_lowest_kcal_mol": 55.3, "species": ["C", "C", "N", "N", "S", "H", "H", "H", "H", "H", "H", "H"], "coordinates": [[0.471, 0.306, -0.692], [-0.474, -0.711, -0.337], [0.497, -0.893, 0.784], [0.401, 1.595, -0.361], [-2.091, -0.162, 0.199], [1.247, 0.055, -1.577], [-0.351, -1.651, -0.927], [0.259, -0.290, 1.563], [1.337, -1.357, 0.549], [-0.332, 1.918, 0.272], [1.051, 2.408, -0.416], [-2.014, -1.217, 0.943]], "forces_ev_per_angstrom": [[2.4, 1.9, -3.3], [0.7, -1.0, -0.1], [-1.7, 0.7, -0.6], [-0.5, 1.2, 0.9], [0.4, 0.3, -0.7], [-1.5, 0.4, 2.6], [-0.8, 1.0, 0.0], [1.0, -0.3, 0.3], [1.0, -0.6, 0.7], [-0.3, -0.6, -0.3], [0.1, -1.9, -0.7], [-0.8, -1.1, 1.2]], "nbo_charge": [0.2240, -0.2729, -0.7052, -0.7413, 0.0878, 0.2768, 0.2601, 0.4245, 0.4284, 0.4157, 0.4544, 0.1476]}

{"formula": "C2H7N2S", "method": "ωB97M-V/def2-TZVPD", "total_charge": 1, "molar_mass_g_mol": 91.2, "homo_lumo_gap_ev": 9.84, "energy_ev": -15994.7714, "de_lowest_kcal_mol": 45.8, "species": ["C", "C", "N", "N", "S", "H", "H", "H", "H", "H", "H", "H"], "coordinates": [[0.328, 0.053, -0.331], [-0.222, 0.175, 1.067], [1.467, 0.645, -0.646], [-0.468, -0.596, -1.189], [-1.799, -0.542, 1.516], [0.697, -0.901, 1.614], [0.219, 1.004, 1.651], [2.231, 0.880, -0.124], [1.857, 0.346, -1.450], [-1.417, -0.579, -0.806], [-0.308, -0.816, -2.170], [-2.586, 0.332, 0.868]], "forces_ev_per_angstrom": [[-1.5, 0.2, 0.4], [4.0, -3.3, 1.8], [-2.6, -0.8, -0.1], [0.5, 1.1, 1.0], [0.1, 0.3, -0.2], [-2.6, 3.0, -1.4], [-0.7, -0.2, -0.5], [1.5, 1.0, 3.1], [1.1, -1.0, -4.0], [0.2, -0.9, -0.6], [0.2, 0.3, 0.4], [0.0, 0.2, 0.1]], "nbo_charge": [0.5326, -0.6065, -0.7005, -0.7221, 0.1033, 0.2832, 0.2775, 0.4278, 0.3984, 0.4310, 0.4424, 0.1328]}

{"formula": "C2H7N3", "method": "ωB97M-V/def2-TZVPD", "total_charge": 0, "molar_mass_g_mol": 73.1, "homo_lumo_gap_ev": 10.07, "energy_ev": -6654.0991, "de_lowest_kcal_mol": 88.9, "species": ["C", "C", "H", "H", "H", "H", "H", "H", "H", "N", "N", "N"], "coordinates": [[1.249, -0.704, 0.225], [-1.501, 0.285, 0.234], [1.915, -1.436, -0.173], [1.755, -0.057, 0.951], [0.375, -1.276, 0.762], [1.387, 1.137, -1.091], [-0.086, 1.428, 0.907], [-1.905, 0.568, 1.255], [-1.441, -0.675, -1.585], [0.628, 0.355, -0.930], [-0.362, 1.113, -0.111], [-2.014, -0.738, -0.443]], "forces_ev_per_angstrom": [[-2.3, 1.4, -0.4], [-0.6, -2.0, -1.7], [0.4, -0.2, -0.6], [0.0, -0.3, -0.1], [1.5, 1.4, -1.4], [-1.7, -2.2, 0.4], [0.5, -0.6, -2.7], [0.2, -0.5, -1.3], [-1.8, -0.4, 4.5], [1.6, 0.7, 3.7], [-0.9, -0.9, 1.9], [3.2, 3.6, -2.3]], "nbo_charge": [-0.4486, 0.2237, 0.2055, 0.1793, 0.2234, 0.3627, 0.3437, 0.1688, 0.3447, -0.4457, -0.5000, -0.6576]}

{"formula": "C2H7N3", "method": "ωB97M-V/def2-TZVPD", "total_charge": 0, "molar_mass_g_mol": 73.1, "homo_lumo_gap_ev": 10.49, "energy_ev": -6654.5343, "de_lowest_kcal_mol": 78.9, "species": ["C", "C", "H", "H", "H", "H", "H", "H", "H", "N", "N", "N"], "coordinates": [[-1.796, 0.217, -0.042], [1.391, 0.221, -0.119], [-2.791, -0.034, 0.320], [-1.873, 0.181, -1.146], [-1.611, 1.340, 0.219], [-0.499, -0.539, 1.329], [0.798, -1.731, -0.604], [0.911, 1.478, -0.250], [3.239, 0.662, 0.269], [-0.791, -0.832, 0.374], [0.362, -0.709, -0.532], [2.660, -0.254, 0.181]], "forces_ev_per_angstrom": [[0.2, 0.8, -0.7], [2.0, -0.2, -0.1], [0.1, -0.1, 0.4], [0.2, 0.0, 0.6], [0.1, -2.0, -0.1], [0.0, -0.6, -0.8], [-1.0, 3.0, 0.3], [1.9, -3.9, 0.8], [-0.9, -2.0, 0.0], [-0.1, 2.5, -0.2], [2.0, -2.1, 1.2], [-4.5, 4.7, -1.3]], "nbo_charge": [-0.4474, 0.2427, 0.2055, 0.2124, 0.1733, 0.3381, 0.3844, 0.1700, 0.3412, -0.4380, -0.5170, -0.6653]}

{"formula": "C2H7N3O2", "method": "ωB97M-V/def2-TZVPD", "total_charge": 0, "molar_mass_g_mol": 105.1, "homo_lumo_gap_ev": 8.37, "energy_ev": -10748.7359, "de_lowest_kcal_mol": 123.1, "species": ["C", "N", "C", "N", "N", "O", "O", "H", "H", "H", "H", "H", "H", "H"], "coordinates": [[1.574, -0.406, 0.249], [0.396, -0.548, -0.579], [-0.398, 0.856, 0.068], [-0.167, -1.812, -0.430], [-1.751, 0.861, 0.010], [2.353, 0.565, -0.024], [0.262, 1.902, -0.320], [1.389, 1.557, -0.298], [-0.642, -1.934, 0.467], [-0.839, -1.973, -1.173], [-2.250, 0.047, 0.329], [-2.178, 1.747, -0.220], [1.955, -1.339, 0.686], [0.295, 0.478, 1.237]], "forces_ev_per_angstrom": [[1.1, 0.5, -4.7], [0.5, 1.9, 1.2], [4.0, -2.9, 2.6], [-0.5, -0.3, 0.4], [0.1, -0.2, -0.2], [-1.9, -1.5, 1.8], [1.8, 0.3, -1.0], [-2.2, 0.4, 0.0], [-0.1, 0.1, 0.0], [0.2, 0.1, 0.0], [-0.2, 0.5, 0.0], [-0.2, -0.4, 0.1], [-0.1, 0.4, 0.6], [-2.6, 1.1, -0.9]], "nbo_charge": [0.5146, -0.3702, 0.5550, -0.6706, -0.8686, -0.5880, -0.7300, 0.5136, 0.3214, 0.3700, 0.4015, 0.4205, 0.1788, -0.0480]}

{"formula": "C2H7N3O2", "method": "ωB97M-V/def2-TZVPD", "total_charge": 0, "molar_mass_g_mol": 105.1, "homo_lumo_gap_ev": 9.86, "energy_ev": -10749.0683, "smiles": "NNN=O.CC=O", "de_lowest_kcal_mol": 115.5, "species": ["N", "N", "N", "O", "H", "H", "H", "C", "C", "O", "H", "H", "H", "H"], "coordinates": [[-1.015, -1.193, 0.865], [-0.986, 0.139, 1.400], [-1.553, 1.123, 0.659], [-2.588, 0.757, 0.110], [-1.260, -1.859, 1.601], [-1.743, -1.289, 0.154], [-0.142, 0.447, 1.893], [1.334, -0.248, -1.355], [1.283, 0.920, -0.412], [1.849, 0.955, 0.678], [1.666, -1.143, -0.824], [0.340, -0.419, -1.777], [2.027, -0.023, -2.169], [0.786, 1.831, -0.822]], "forces_ev_per_angstrom": [[0.3, -0.3, 0.8], [-0.3, 0.3, -1.0], [-1.4, -1.1, 1.3], [1.3, 0.4, -0.4], [0.0, 0.4, -0.1], [0.1, 0.7, 0.3], [-0.1, -0.5, -0.9], [-0.2, -0.2, 0.5], [1.5, 0.4, 0.8], [-1.1, -0.1, -1.6], [0.0, 0.1, -0.1], [0.1, 0.0, -0.1], [0.0, 0.1, 0.0], [0.0, -0.3, 0.3]], "nbo_charge": [-0.6784, -0.2781, 0.2118, -0.4102, 0.3682, 0.3870, 0.4057, -0.7263, 0.4458, -0.5569, 0.2386, 0.2306, 0.2413, 0.1209]}

{"formula": "C2H7N3O2", "method": "ωB97M-V/def2-TZVPD", "total_charge": 0, "molar_mass_g_mol": 105.1, "homo_lumo_gap_ev": 9.64, "energy_ev": -10747.2656, "de_lowest_kcal_mol": 157.0, "species": ["C", "C", "N", "N", "N", "O", "O", "H", "H", "H", "H", "H", "H", "H"], "coordinates": [[0.365, 1.473, 0.083], [0.411, -0.918, 0.579], [1.317, -1.251, -0.491], [-0.243, 0.377, 0.713], [-1.961, 0.073, -0.009], [-2.631, 0.968, -0.227], [-2.113, -1.090, -0.123], [0.672, 1.422, -1.076], [-0.287, 2.355, 0.097], [1.335, 1.651, 0.520], [1.043, -0.858, 1.560], [-0.427, -1.751, 0.520], [0.930, -1.982, -1.054], [1.588, -0.469, -1.090]], "forces_ev_per_angstrom": [[0.3, 1.1, -3.5], [0.0, -1.0, 1.9], [0.1, 0.9, -0.6], [-2.6, -1.6, -1.0], [5.8, -1.9, 1.4], [-2.5, 3.6, -0.7], [-1.3, -1.3, -0.3], [-0.8, -0.5, 1.9], [0.3, -0.1, 0.5], [0.2, 0.3, 0.7], [-1.2, -0.8, -1.3], [1.9, 1.9, 1.1], [-0.1, -0.2, -0.5], [-0.1, -0.4, 0.3]], "nbo_charge": [-0.4591, -0.1133, -0.8532, -0.3425, 0.6439, -0.3006, -0.3613, 0.1506, 0.2315, 0.2263, 0.1928, 0.2544, 0.3667, 0.3639]}

{"formula": "C2H7N3O2", "method": "ωB97M-V/def2-TZVPD", "total_charge": 0, "molar_mass_g_mol": 105.1, "homo_lumo_gap_ev": 9.58, "energy_ev": -10747.5310, "smiles": "CN(C)N(O)N=O", "de_lowest_kcal_mol": 150.9, "species": ["C", "N", "C", "N", "O", "N", "O", "H", "H", "H", "H", "H", "H", "H"], "coordinates": [[0.621, -0.533, 1.260], [0.222, -0.316, -0.149], [1.084, 0.546, -0.960], [-1.170, -0.118, -0.279], [-1.931, -1.304, -0.269], [-1.879, 0.968, 0.220], [-1.146, 1.943, 0.348], [1.624, -1.042, 1.196], [-0.144, -1.165, 1.755], [0.762, 0.382, 1.812], [0.777, 0.436, -2.031], [0.938, 1.598, -0.750], [2.140, 0.237, -0.961], [-1.899, -1.632, -1.190]], "forces_ev_per_angstrom": [[0.7, -0.8, -0.9], [-0.8, -0.3, 0.7], [-0.9, -0.1, -1.7], [0.1, 0.3, -0.3], [0.5, 0.5, -0.1], [2.0, 0.3, -0.7], [-1.2, -1.4, 0.3], [-1.1, 0.2, 0.4], [0.6, 0.2, -0.3], [-0.1, 0.5, 0.3], [0.1, -0.1, 0.8], [0.4, 0.2, 0.4], [-0.5, 0.0, 0.6], [0.0, 0.4, 0.5]], "nbo_charge": [-0.4250, -0.3057, -0.4229, 0.1013, -0.5356, 0.2476, -0.3773, 0.2036, 0.2201, 0.1901, 0.2047, 0.2080, 0.2123, 0.4787]}

{"formula": "C2H7N3O3", "method": "ωB97M-V/def2-TZVPD", "total_charge": 0, "molar_mass_g_mol": 121.1, "homo_lumo_gap_ev": 9.42, "energy_ev": -12798.1045, "smiles": "NN[C@@](N)(O)C(=O)O", "de_lowest_kcal_mol": 73.8, "species": ["N", "N", "C", "N", "O", "C", "O", "O", "H", "H", "H", "H", "H", "H", "H"], "coordinates": [[0.872, 0.578, 1.804], [-0.062, 1.060, 0.969], [-0.415, 0.101, -0.321], [-1.213, -0.978, 0.328], [-1.230, 0.798, -1.201], [0.903, -0.286, -0.977], [1.649, -0.983, -0.346], [1.101, -0.033, -2.249], [1.877, 0.893, 1.429], [0.949, -0.539, 2.009], [-0.873, 1.123, 1.534], [-1.425, -1.633, -0.361], [-0.478, -1.243, 0.984], [-2.121, 0.722, -0.940], [0.466, 0.420, -2.663]], "forces_ev_per_angstrom": [[5.5, -2.0, 1.2], [-0.4, -1.1, -3.6], [-1.8, 2.1, 2.9], [2.2, 3.0, 0.3], [2.1, 0.3, -1.0], [-1.0, -1.4, 0.9], [0.5, 0.1, -0.2], [4.5, -2.4, 1.6], [-2.9, -1.3, 1.3], [-0.4, 3.3, -0.9], [-1.5, 0.0, -0.1], [-0.1, -2.0, -1.0], [-0.8, -1.4, 0.1], [-1.6, -0.2, 0.7], [-4.3, 3.0, -2.2]], "nbo_charge": [-0.6549, -0.4505, 0.3840, -0.8322, -0.7195, 0.7302, -0.5709, -0.6357, 0.3550, 0.3188, 0.3500, 0.3627, 0.3732, 0.4922, 0.4976]}

Repeat the third record exactly.
{"formula": "C2H7N3", "method": "ωB97M-V/def2-TZVPD", "total_charge": 0, "molar_mass_g_mol": 73.1, "homo_lumo_gap_ev": 10.07, "energy_ev": -6654.0991, "de_lowest_kcal_mol": 88.9, "species": ["C", "C", "H", "H", "H", "H", "H", "H", "H", "N", "N", "N"], "coordinates": [[1.249, -0.704, 0.225], [-1.501, 0.285, 0.234], [1.915, -1.436, -0.173], [1.755, -0.057, 0.951], [0.375, -1.276, 0.762], [1.387, 1.137, -1.091], [-0.086, 1.428, 0.907], [-1.905, 0.568, 1.255], [-1.441, -0.675, -1.585], [0.628, 0.355, -0.930], [-0.362, 1.113, -0.111], [-2.014, -0.738, -0.443]], "forces_ev_per_angstrom": [[-2.3, 1.4, -0.4], [-0.6, -2.0, -1.7], [0.4, -0.2, -0.6], [0.0, -0.3, -0.1], [1.5, 1.4, -1.4], [-1.7, -2.2, 0.4], [0.5, -0.6, -2.7], [0.2, -0.5, -1.3], [-1.8, -0.4, 4.5], [1.6, 0.7, 3.7], [-0.9, -0.9, 1.9], [3.2, 3.6, -2.3]], "nbo_charge": [-0.4486, 0.2237, 0.2055, 0.1793, 0.2234, 0.3627, 0.3437, 0.1688, 0.3447, -0.4457, -0.5000, -0.6576]}

What did the sixth record say?
{"formula": "C2H7N3O2", "method": "ωB97M-V/def2-TZVPD", "total_charge": 0, "molar_mass_g_mol": 105.1, "homo_lumo_gap_ev": 9.86, "energy_ev": -10749.0683, "smiles": "NNN=O.CC=O", "de_lowest_kcal_mol": 115.5, "species": ["N", "N", "N", "O", "H", "H", "H", "C", "C", "O", "H", "H", "H", "H"], "coordinates": [[-1.015, -1.193, 0.865], [-0.986, 0.139, 1.400], [-1.553, 1.123, 0.659], [-2.588, 0.757, 0.110], [-1.260, -1.859, 1.601], [-1.743, -1.289, 0.154], [-0.142, 0.447, 1.893], [1.334, -0.248, -1.355], [1.283, 0.920, -0.412], [1.849, 0.955, 0.678], [1.666, -1.143, -0.824], [0.340, -0.419, -1.777], [2.027, -0.023, -2.169], [0.786, 1.831, -0.822]], "forces_ev_per_angstrom": [[0.3, -0.3, 0.8], [-0.3, 0.3, -1.0], [-1.4, -1.1, 1.3], [1.3, 0.4, -0.4], [0.0, 0.4, -0.1], [0.1, 0.7, 0.3], [-0.1, -0.5, -0.9], [-0.2, -0.2, 0.5], [1.5, 0.4, 0.8], [-1.1, -0.1, -1.6], [0.0, 0.1, -0.1], [0.1, 0.0, -0.1], [0.0, 0.1, 0.0], [0.0, -0.3, 0.3]], "nbo_charge": [-0.6784, -0.2781, 0.2118, -0.4102, 0.3682, 0.3870, 0.4057, -0.7263, 0.4458, -0.5569, 0.2386, 0.2306, 0.2413, 0.1209]}